DFT (ωB97M-V/def2-TZVPD) results for a 2-piece molecular cluster, C8H10BrN2O3 overall.

Bonds (Å) are listed after each position.
CARTESIAN COORDINATES (ANGSTROEM)
1 C -2.84376 0.29833 1.73034  C2 1.613, H11 1.141, H12 1.150, H13 1.137
2 C -1.40907 -0.17863 1.16731  C1 1.613, C3 1.600, H14 1.152, H15 1.140
3 C -0.99214 0.48273 -0.22880  C2 1.600, Br4 1.996, C5 1.582, H16 1.156
4 Br -2.55425 0.78174 -1.43483  C3 1.996
5 C 0.18592 -0.30296 -0.93507  C3 1.582, C6 1.557, C10 1.521
6 C 0.59567 -1.76091 -0.57162  C5 1.557, C7 1.506, H17 1.127
7 C 1.76746 -2.18857 -1.41540  C6 1.506, N8 1.402, H18 1.145
8 N 2.36934 -1.37148 -2.38269  C7 1.402, N9 1.342, H19 1.036
9 N 2.06004 -0.13218 -2.79568  N8 1.342, C10 1.384
10 C 0.98907 0.33811 -2.05639  C5 1.521, N9 1.384, H20 1.152
11 H -3.60583 -0.49934 1.43951  C1 1.141
12 H -2.74575 0.31885 2.87645  C1 1.150
13 H -3.14379 1.34575 1.40499  C1 1.137
14 H -0.61634 0.15876 1.93234  C2 1.152
15 H -1.41261 -1.31861 1.17571  C2 1.140
16 H -0.57712 1.53233 0.02331  C3 1.156
17 H 0.11227 -2.38584 0.23265  C6 1.127
18 H 2.18203 -3.24273 -1.24791  C7 1.145
19 H 3.19007 -1.77246 -2.87239  N8 1.036
20 H 0.67274 1.41170 -2.32717  C10 1.152
21 C 1.44841 2.15977 1.53528  O22 1.247, O23 1.272, O24 1.271
22 O 1.45429 2.96845 0.58622  C21 1.247
23 O 2.27283 1.20201 1.68155  C21 1.272
24 O 0.60050 2.15521 2.48230  C21 1.271

Calculated values
- LUMO: 1.16 eV
- HOMO-LUMO gap: 3.21 eV
- Net charge: -1